Here is a cluster of 15 separate species, C27H80N5O14S2 in total in a non-equilibrium geometry from OMol25. Energies are from ωB97M-V/def2-TZVPD.

Summary:
- energy above the lowest of the compared OMol25 structures with the same formula, charge and spin (kcal per mole) = 0.0
- charge = +1
- energy (eV) = -87068.6133
- HOMO energy (eV) = -11.419
- LUMO (eV) = -4.24

The geometry in XYZ format:
```
128
Properties=species:S:1:pos:R:3:forces:R:3:mulliken_charge:R:1
S 0.069 2.524 -2.938 0.1 0.2 -0.5 -0.02
S -0.725 -0.261 -2.392 -0.1 -0.5 0.1 -0.08
O -4.209 -3.145 2.590 0.1 0.0 -0.1 -0.54
O -0.747 6.121 -2.084 -0.1 0.1 0.1 -0.46
O 0.263 -1.345 2.298 0.2 0.0 0.0 -0.32
O -1.775 -7.858 1.562 -0.2 0.1 0.0 -0.36
O -0.870 -4.977 4.860 0.0 -0.1 0.0 -0.49
O 1.724 -4.563 -0.353 -0.1 0.0 -0.1 -0.45
O 6.119 0.836 2.742 0.1 0.0 0.0 -0.47
O 5.253 -0.811 5.829 -0.2 -0.1 0.0 -0.52
O 1.558 9.013 -3.733 -0.1 0.1 0.0 -0.45
O -0.371 0.877 -6.684 0.0 0.1 -0.1 -0.51
O -3.845 3.755 5.228 0.0 0.0 -0.2 -0.49
O 2.393 -6.473 -4.535 0.1 0.1 -0.1 -0.45
O 2.132 3.736 -5.339 0.2 0.0 -0.1 -0.45
O 0.368 -8.970 -0.348 -0.1 0.0 -0.1 -0.44
N 2.541 0.819 0.630 0.0 0.1 -0.3 -0.33
N -3.170 4.192 0.012 0.3 0.4 0.1 -0.22
N 1.415 1.042 -1.268 0.5 -0.3 -0.6 0.71
N -1.008 4.047 1.900 0.4 0.1 -0.3 -0.04
N -2.911 1.075 3.160 0.2 0.0 -0.2 -0.01
C -2.554 -0.265 2.677 -0.2 0.2 0.4 -0.13
C -0.364 -6.196 4.309 0.0 0.2 0.1 -0.39
C 0.764 -2.606 1.825 0.1 0.3 0.0 -0.75
C 0.340 1.138 -2.165 -0.4 0.4 0.2 0.05
C -1.058 5.070 0.821 -0.9 0.9 0.0 -0.54
C -2.525 1.497 -1.119 -0.5 -0.4 -0.1 0.33
C -3.175 -8.035 1.384 0.3 0.0 -0.1 -0.64
C -3.068 -4.010 2.621 -0.2 0.2 0.1 -0.41
C -2.541 5.360 0.609 0.2 -0.8 0.3 -0.88
C 1.666 10.384 -4.117 0.0 -0.1 0.1 -0.55
C -1.781 2.777 1.621 0.0 -0.5 0.2 2.28
C 3.928 -1.016 5.367 0.3 0.1 -0.1 -0.52
C 1.569 -4.720 -1.767 0.1 -0.1 0.2 -0.50
C -2.011 0.062 -1.122 0.3 0.9 0.5 -0.46
C 0.808 -10.188 -0.949 0.1 0.1 0.1 -0.56
C -3.534 1.832 0.005 0.2 0.0 -0.4 -1.32
C -0.264 2.238 -7.109 0.0 -0.3 0.2 -0.36
C -5.060 3.014 5.113 0.1 0.0 0.2 -0.55
C 3.325 3.004 -5.607 -0.2 0.0 0.2 -0.66
C 2.955 -5.732 -5.617 -0.2 -0.2 0.1 -0.57
C 3.422 1.053 -0.404 -0.2 0.0 -0.1 -0.71
C 2.759 1.193 -1.579 0.2 0.2 0.4 -0.42
C 1.362 0.807 0.066 0.3 -0.3 0.9 -0.53
C -3.111 3.014 0.876 -0.2 0.2 0.2 -0.25
C -0.551 6.433 -3.474 -0.1 -0.2 0.0 -0.55
C 6.694 1.958 2.073 -0.2 -0.3 0.0 -0.58
C -1.899 2.077 3.010 -0.2 -0.1 -0.2 -1.89
H 4.074 3.175 -4.829 0.1 0.0 -0.1 0.30
H 3.864 -1.929 4.767 -0.1 0.0 0.0 0.23
H 4.483 1.127 -0.279 0.2 -0.1 0.2 0.49
H -2.828 -0.622 -1.310 0.0 -0.3 -0.2 0.49
H -0.055 -3.141 1.355 0.0 0.0 0.0 0.22
H -0.032 3.828 2.102 0.0 -0.3 0.1 0.47
H -0.073 0.834 -5.772 0.0 0.0 0.0 0.29
H -2.622 -4.000 1.629 0.0 0.0 0.0 0.17
H -1.137 2.180 0.989 0.3 0.0 -0.3 -1.45
H -2.689 4.011 -0.862 -0.3 -0.1 -0.2 0.29
H -0.625 4.698 -0.098 0.4 -0.2 0.1 0.31
H 1.148 -3.200 2.656 0.0 -0.1 0.0 0.28
H 1.827 8.948 -2.813 0.0 0.0 0.0 0.27
H -0.892 2.884 -6.489 0.0 0.1 -0.1 0.16
H 5.921 2.693 1.831 0.1 0.1 0.0 0.24
H -3.412 -9.072 1.134 -0.1 0.0 0.0 0.30
H -1.685 2.180 -1.088 0.1 0.1 0.1 -0.72
H -0.806 5.166 -2.023 0.1 -0.1 -0.2 0.08
H -3.827 0.965 0.583 0.2 -0.2 0.2 0.47
H 0.767 2.580 -7.059 0.0 0.1 0.0 0.13
H -0.543 5.968 1.144 0.3 -0.1 0.1 0.40
H -0.612 2.291 -8.137 0.0 -0.1 0.0 0.31
H 3.720 3.354 -6.556 0.0 0.0 0.0 0.28
H 0.467 0.622 0.621 -0.5 -0.2 -0.1 0.49
H 2.476 -5.095 -0.083 0.0 0.0 0.0 0.24
H 3.151 1.372 -2.557 -0.2 0.1 -0.4 0.44
H -3.663 -7.781 2.322 0.0 0.0 0.0 0.22
H -1.191 -6.714 3.835 0.0 0.0 -0.1 0.07
H 2.459 -4.372 -2.295 -0.1 0.0 -0.1 0.24
H 2.695 10.738 -4.022 0.0 0.1 0.0 0.26
H -1.398 6.072 -4.062 0.0 0.0 -0.1 0.26
H 5.478 0.439 2.146 -0.1 0.0 0.0 0.29
H 0.399 -5.990 3.554 0.0 -0.1 0.0 0.18
H -2.010 2.846 3.780 -0.3 0.1 0.0 0.46
H -1.343 -8.085 0.731 0.2 -0.2 0.0 0.24
H 1.226 -10.864 -0.200 0.0 -0.1 0.0 0.27
H 0.058 -6.831 5.091 0.0 0.0 0.0 0.34
H 3.304 -6.398 -6.409 0.0 0.1 0.0 0.29
H 7.203 1.644 1.158 0.1 0.1 0.0 0.26
H -0.058 -10.660 -1.406 0.0 0.0 0.0 0.24
H -3.285 -0.683 1.994 -0.1 0.0 -0.2 0.40
H -1.571 -0.261 2.229 0.1 -0.1 -0.3 -0.42
H -1.580 -0.178 -0.156 0.0 -0.2 0.2 -0.17
H 0.716 -4.119 -2.072 0.0 0.0 0.0 0.25
H 1.364 10.456 -5.158 0.0 0.0 0.0 0.21
H 3.120 1.931 -5.686 0.1 0.0 0.0 0.26
H 5.812 -0.721 5.051 0.1 0.1 0.0 0.29
H -3.559 -7.379 0.598 -0.1 0.0 0.0 0.30
H 1.555 -9.994 -1.721 0.0 -0.1 0.0 0.22
H -1.382 4.473 2.751 -0.1 0.0 0.1 0.54
H 3.595 -0.161 4.768 -0.1 -0.1 0.0 0.21
H -0.474 7.509 -3.576 0.1 0.0 0.1 0.22
H 1.130 -8.551 0.059 0.0 0.0 0.1 0.25
H -4.916 1.989 5.459 -0.1 0.0 -0.1 0.27
H -0.946 1.590 3.205 0.2 0.0 0.1 0.49
H 1.644 -6.966 -4.879 0.0 -0.1 0.0 0.28
H 1.778 3.420 -4.504 0.0 0.1 0.1 0.18
H -2.334 -3.668 3.350 0.1 -0.1 0.0 0.22
H -4.431 2.179 -0.494 -0.3 0.0 0.1 0.50
H 1.004 -0.887 2.709 0.0 0.0 0.0 0.17
H -0.139 -4.513 5.276 0.0 0.0 0.1 0.28
H -3.600 3.766 6.157 0.0 0.0 0.0 0.28
H 2.230 -5.027 -6.030 0.1 0.0 0.0 0.26
H -4.607 -3.156 3.465 0.0 0.0 0.0 0.29
H -3.873 3.147 1.646 -0.2 0.2 0.1 0.36
H -3.821 1.380 2.859 -0.1 0.0 0.1 0.31
H 1.009 11.014 -3.513 0.0 0.1 0.0 0.26
H -3.014 1.660 -2.075 0.1 0.2 -0.2 0.53
H 0.373 5.977 -3.837 0.0 0.1 -0.1 0.28
H 7.418 2.410 2.744 0.0 0.0 0.0 0.26
H 1.383 -5.762 -2.027 0.0 0.0 -0.1 0.23
H 1.554 -2.450 1.090 0.0 -0.1 0.0 0.37
H -5.345 2.999 4.063 0.0 0.0 0.0 0.17
H -2.694 6.262 0.035 0.0 0.1 -0.3 0.40
H -3.365 -5.032 2.865 0.1 0.0 0.0 0.28
H -2.987 5.479 1.596 -0.2 0.4 0.1 0.44
H -5.861 3.485 5.687 0.0 0.0 -0.1 0.33
H -2.498 -0.960 3.507 0.0 -0.1 0.2 0.15
H 3.804 -5.177 -5.227 0.0 0.0 0.0 0.21
H 3.273 -1.116 6.229 0.1 0.0 0.1 0.30
```
Forces are in eV/Å.